(1)
ORCA calculation (the ωB97M-V functional and the def2-TZVPD basis) on 2 unconnected molecules or ions with the total composition C3H8N2O2.

Each line ends with the Mulliken charge.
Positions of all 15 atoms, in Å:
N: -1.2298 -2.1396 -0.8574  -0.728
C: 0.7312 -0.5595 0.5219  0.487
O: 1.0494 -1.7236 0.5017  -0.589
N: 0.0413 0.1793 -0.3931  -0.130
C: 0.1348 1.5879 -0.1376  -0.400
C: 0.5565 1.5666 1.3416  -0.350
O: 1.0549 0.2531 1.5719  -0.347
H: -0.6154 -2.9356 -0.7246  0.212
H: -1.9936 -2.3680 -1.4730  0.199
H: -0.4584 -0.3068 -1.1306  0.343
H: -0.8133 2.1118 -0.2912  0.307
H: 0.9023 2.0526 -0.7693  0.235
H: -0.2890 1.7597 2.0118  0.249
H: 1.3602 2.2687 1.5617  0.266
H: -1.5796 -1.8946 0.0636  0.247

HOMO energy: -9.504 eV
LUMO level: 0.84 eV
SMILES string: O=C1NCCO1.N
frontier orbital gap: 10.35 eV
relative energy (zero: lowest compared OMol25 entry of this formula, charge and spin): 58.0 kJ/mol

***

(2)
ORCA calculation (the ωB97M-V functional and the def2-TZVPD basis) on a single C19H19N5O3 molecule.

Each line ends with the Mulliken charge.
Positions of all 46 atoms, in Å:
C: -7.3935 0.6721 -0.1858  -1.056
H: -8.0552 -0.0712 -0.5244  0.289
O: -6.0587 0.0775 -0.3841  -0.422
C: -5.0151 0.6357 -0.1271  1.099
C: -4.9732 1.8324 0.1062  -0.172
C: -3.8167 2.5026 0.5423  -0.723
C: -2.6870 1.7319 0.5380  -0.840
C: -2.6795 0.5336 -0.1099  0.491
C: -3.9476 -0.0474 -0.3127  -1.025
H: -3.9437 -1.1499 -0.5335  0.507
C: -1.4847 -0.0795 -0.0994  1.113
C: -0.4102 0.2970 -0.7763  -2.362
C: 1.0051 -0.7572 -0.8899  -0.629
N: 0.7186 -1.8615 -0.4173  0.741
C: -0.4569 -2.4313 -0.0249  0.235
N: -0.3933 -3.7425 0.4233  -0.535
N: 0.9323 -4.1784 -0.0935  -0.374
N: 1.4741 -3.0596 -0.5075  -0.741
N: -1.3809 -1.4792 0.2923  -0.181
H: -2.3703 -1.9186 0.8425  0.437
C: 1.9661 -0.0147 0.0949  0.035
C: 1.7016 -0.0341 1.7094  -0.792
C: 2.7358 0.5105 2.4950  -0.694
C: 3.8188 1.0605 2.1318  -0.843
C: 4.1018 1.2942 0.3497  0.839
C: 3.2254 0.6666 -0.3188  0.504
O: 3.2969 0.5847 -1.6776  -0.619
C: 3.3788 2.2640 -2.1853  -0.771
H: 4.0579 2.6428 -1.5657  0.434
H: 3.5655 1.9885 -3.1515  0.346
H: 2.3965 2.7210 -2.0364  0.197
O: 5.2283 1.7231 0.0499  -0.453
C: 6.1609 0.9882 -0.5870  -0.568
H: 6.5092 -0.0044 -0.0321  0.281
H: 5.6000 0.4716 -1.4853  0.213
H: 6.9840 1.8073 -0.8765  0.224
H: 4.6553 1.4136 2.4566  0.692
H: 2.5805 0.3308 3.7688  0.041
H: 0.9194 -0.5853 1.9415  0.803
H: 1.2833 -0.4016 -1.6968  1.414
H: -0.2009 1.1280 -0.8992  1.292
H: -1.7806 2.3894 0.8117  0.257
H: -3.8122 3.5885 0.8029  0.361
H: -5.9388 2.4670 0.3867  0.136
H: -7.7285 1.1105 0.6693  0.380
H: -7.3359 1.4370 -0.9955  0.438

HOMO energy: -7.647 eV
LUMO level: 0.00 eV
SMILES string: COc1cccc(C2=C[C@@H](c3cccc(OC)c3OC)n3nnnc3N2)c1
frontier orbital gap: 7.65 eV
relative energy (zero: lowest compared OMol25 entry of this formula, charge and spin): 2198.9 kJ/mol

***

(3)
ORCA calculation (the ωB97M-V functional and the def2-TZVPD basis) on 2 unconnected molecules or ions with the total composition C38H37N3O2.

Each line ends with the Mulliken charge.
Positions of all 80 atoms, in Å:
C: -4.2408 4.2230 1.3076  -1.151
C: -4.2818 3.0868 2.2997  -0.347
O: -3.3784 2.0520 1.8415  -0.245
C: -3.4322 0.9625 2.6422  0.333
C: -2.6945 -0.2142 2.1233  -0.769
N: -2.5870 -1.2004 2.9217  -0.038
C: -2.1576 -2.3831 3.1883  -0.456
C: -2.7636 -3.1512 4.2553  0.705
C: -2.2808 -4.4273 4.6308  -0.558
C: -2.8806 -5.1107 5.6836  -0.464
C: -3.9851 -4.5570 6.3493  -0.408
C: -4.5076 -3.3217 5.9404  -0.527
C: -3.8867 -2.6087 4.9157  -0.412
O: -4.0621 0.9582 3.6905  -0.689
H: -4.8254 5.0494 1.7263  0.421
H: -3.2179 4.5725 1.1121  0.292
H: -4.6980 3.9338 0.3508  0.233
H: -3.9695 3.3962 3.3055  0.325
H: -5.2983 2.6779 2.3491  0.335
H: -2.4235 -0.2212 1.0596  0.788
H: -1.3060 -2.8314 2.6505  0.289
H: -1.4442 -4.8512 4.0707  0.340
H: -2.4948 -6.0842 5.9891  0.346
H: -4.4379 -5.0945 7.1826  0.346
H: -5.3939 -2.9087 6.4188  0.378
H: -4.2603 -1.6324 4.6010  0.376
C: 2.9383 -5.1009 -0.8163  -1.384
N: 3.3250 -3.9482 -0.0075  0.334
C: 4.7268 -3.7549 0.1424  -0.095
C: 5.5151 -3.7277 -1.0257  -0.063
C: 6.9037 -3.6973 -0.9328  -0.654
C: 7.5226 -3.7460 0.3222  -0.396
C: 6.7443 -3.7697 1.4836  -0.671
C: 5.3489 -3.7351 1.4039  -0.151
C: 2.4013 -2.9414 0.2111  1.406
C: 2.6481 -1.9623 1.1997  -0.690
C: 1.7423 -0.9440 1.4204  -0.924
C: 0.6657 -0.7320 0.5128  0.575
C: -0.1224 0.4583 0.5406  -1.164
C: -0.3922 1.2163 -0.6333  0.362
C: -1.5990 1.9518 -0.7773  -0.118
C: -1.8160 2.7628 -1.8692  -1.004
C: -0.7895 2.9753 -2.8171  1.176
N: -1.0446 3.7720 -3.9203  0.480
C: -2.3377 3.6770 -4.5940  -0.937
C: -0.1055 4.6932 -4.4568  -0.573
C: 0.6920 4.3253 -5.5520  -0.105
C: 1.4753 5.2879 -6.1894  -0.643
C: 1.4702 6.6131 -5.7429  -0.310
C: 0.6837 6.9774 -4.6439  -0.649
C: -0.0872 6.0227 -3.9866  -0.136
C: 0.4548 2.3224 -2.6414  -0.633
C: 0.5933 1.3623 -1.6602  -0.967
C: 0.4256 -1.7268 -0.4778  -0.548
C: 1.2362 -2.8376 -0.5899  -0.606
H: 1.9029 -5.3664 -0.5853  0.482
H: 3.0258 -4.9004 -1.8955  0.421
H: 3.5951 -5.9387 -0.5482  0.301
H: 5.0173 -3.7258 -2.0011  0.324
H: 7.4967 -3.6593 -1.8465  0.360
H: 8.6104 -3.7758 0.3910  0.371
H: 7.2188 -3.8293 2.4612  0.358
H: 4.7287 -3.7274 2.3031  0.422
H: 3.5667 -2.0348 1.7764  0.239
H: 1.8907 -0.2479 2.2433  0.459
H: -0.3776 0.9114 1.5014  0.662
H: -2.3713 1.8655 -0.0167  0.262
H: -2.7584 3.3000 -1.9863  0.394
H: -2.6219 4.6598 -4.9841  0.344
H: -2.2940 2.9602 -5.4270  0.265
H: -3.1094 3.3264 -3.9061  0.327
H: 0.6874 3.2850 -5.8900  0.438
H: 2.0795 5.0050 -7.0514  0.349
H: 2.0749 7.3661 -6.2513  0.372
H: 0.6576 8.0111 -4.3027  0.361
H: -0.6949 6.2859 -3.1163  0.411
H: 1.2875 2.5582 -3.3044  0.453
H: 1.4943 0.7542 -1.5916  0.368
H: -0.4330 -1.5922 -1.1385  0.488
H: 1.0155 -3.5991 -1.3415  0.412

HOMO energy: -5.331 eV
LUMO level: -1.64 eV
frontier orbital gap: 3.70 eV

***

(4)
ORCA calculation (the ωB97M-V functional and the def2-TZVPD basis) on a single C17H19ClN2O5S3 molecule.

Each line ends with the Mulliken charge.
Positions of all 47 atoms, in Å:
O: -1.1552 0.2189 4.2394  -0.703
O: -0.4681 2.1891 3.0138  -0.676
O: -1.7696 2.3775 -3.4705  -0.696
O: -3.6631 0.9658 -2.8207  -0.700
Cl: 0.3426 -3.3309 -6.7528  -0.206
O: 0.8167 -1.0744 0.3482  -0.490
S: 1.5220 0.4921 6.2196  -0.065
C: 3.0271 1.4077 6.4690  -0.475
C: 3.3341 2.1816 5.3713  -0.504
C: 2.3859 2.0647 4.2963  -0.322
C: 1.3762 1.1765 4.6075  0.039
C: -1.5814 -2.4064 -5.0148  -0.417
C: 0.1211 -0.8460 -5.6489  -0.567
C: -2.1855 -1.4466 -4.1910  -0.292
C: -0.4275 0.1342 -4.8003  -0.402
C: -0.4230 -2.1269 -5.7196  0.077
C: -1.5416 -0.2009 -4.0630  0.122
N: 0.5443 -0.1015 2.2972  0.084
N: -1.3707 0.8599 -1.4334  -0.044
C: 0.8244 -2.1677 1.2845  -0.442
C: 0.8579 -1.5016 2.6371  -0.622
C: -1.8377 -0.2544 -0.6388  -0.714
C: 0.0645 1.0832 -1.3788  -0.441
C: -1.4703 -0.1044 0.7969  -0.772
C: 0.5631 1.1716 0.0635  -1.285
C: 0.0542 -0.0144 0.9274  0.221
S: -0.0408 0.9056 3.5513  1.297
S: -2.2005 1.0961 -2.9756  1.220
H: 3.5882 1.3479 7.3939  0.408
H: 4.1585 2.8683 5.3263  0.383
H: 2.4543 2.6673 3.4079  0.473
H: -2.0356 -3.4023 -5.0950  0.369
H: 0.9993 -0.6310 -6.2049  0.439
H: -3.0843 -1.7389 -3.6263  0.406
H: -0.0286 1.1448 -4.7988  0.457
H: -0.0840 -2.7381 1.1443  0.280
H: 1.6900 -2.8112 1.1278  0.360
H: 0.1664 -1.9406 3.3425  0.366
H: 1.8486 -1.5479 3.0652  0.413
H: -2.9440 -0.3074 -0.6859  0.468
H: -1.3872 -1.1719 -1.0006  0.412
H: 0.5707 0.2689 -1.9227  0.459
H: 0.3073 2.0599 -1.8795  0.339
H: -1.8670 -0.9185 1.4216  0.487
H: -1.9510 0.7939 1.1877  0.451
H: 1.6501 1.1705 0.0795  0.422
H: 0.2493 2.1379 0.5019  0.383

HOMO energy: -9.415 eV
LUMO level: 0.01 eV
SMILES string: O=S(=O)(c1ccc(Cl)cc1)N1CCC2(CC1)OCCN2S(=O)(=O)c1cccs1
frontier orbital gap: 9.43 eV
relative energy (zero: lowest compared OMol25 entry of this formula, charge and spin): 0.0 kJ/mol

***

(5)
ORCA calculation (the ωB97M-V functional and the def2-TZVPD basis) on a molecular structure, C25H28As2BrN2PdS.

Each line ends with the Mulliken charge.
Positions of all 60 atoms, in Å:
Pd: 0.0246 -0.1959 -0.6148  -0.354
C: 4.3519 2.5514 1.5979  -1.414
C: 2.8726 2.2965 1.6053  0.435
C: 1.9993 2.9756 2.4554  -0.548
C: 0.6348 2.7400 2.3983  -0.929
C: 0.1828 1.7998 1.4979  0.151
Br: -1.6511 1.4650 1.2527  0.075
N: 0.9944 1.1021 0.7002  1.050
C: 2.3117 1.3728 0.7371  -1.034
H: 4.6144 3.3474 2.2903  0.406
H: 4.6914 2.8438 0.6036  0.367
H: 4.9049 1.6579 1.8903  0.355
H: 2.3845 3.7116 3.1503  0.470
H: -0.0628 3.2825 3.0211  0.560
H: 2.9257 0.8547 0.0159  0.739
S: -0.6271 2.4123 -4.1051  -0.146
C: 0.3581 3.3038 -3.0374  -0.468
C: 0.6980 2.6120 -1.9080  -0.682
C: 0.1340 1.3135 -1.9264  0.139
C: -0.6146 1.0677 -3.0569  0.130
C: -1.2795 -0.2033 -3.2201  1.337
C: -2.0747 -0.5856 -4.2909  -0.860
C: -2.6517 -1.8427 -4.2943  -0.576
C: -2.4252 -2.7010 -3.2227  -1.290
C: -1.6295 -2.2667 -2.1867  -0.413
N: -1.0636 -1.0475 -2.1768  0.466
H: 0.6435 4.3119 -3.2982  0.522
H: 1.3130 3.0365 -1.1300  0.390
H: -2.2428 0.1051 -5.1063  0.517
H: -3.2724 -2.1545 -5.1241  0.474
H: -2.8530 -3.6928 -3.1936  0.526
H: -1.4139 -2.9157 -1.3490  0.793
C: -2.5448 -2.0299 1.3431  -1.074
As: -0.6231 -1.8773 1.2345  0.934
C: 0.0246 -1.4896 3.0088  -1.136
C: 0.0267 -3.6221 0.7553  -0.071
C: -0.3946 -4.8067 1.3455  -0.988
C: 0.1135 -6.0144 0.8776  -0.796
C: 1.0257 -6.0435 -0.1698  -0.736
C: 1.4583 -4.8622 -0.7615  -1.019
C: 0.9479 -3.6609 -0.2848  0.830
As: 1.6283 -1.9810 -0.8906  1.318
C: 3.2806 -1.6981 0.0532  -1.230
C: 2.0086 -1.9951 -2.7739  -1.350
H: -2.7834 -2.9082 1.9441  0.486
H: -2.9619 -2.1491 0.3462  0.310
H: -2.9581 -1.1472 1.8217  0.455
H: -0.1716 -2.3629 3.6315  0.483
H: -0.5001 -0.6282 3.4167  0.434
H: 1.0965 -1.3033 2.9804  0.338
H: -1.1130 -4.8086 2.1562  0.442
H: -0.2130 -6.9408 1.3313  0.444
H: 1.4044 -6.9910 -0.5293  0.468
H: 2.1754 -4.8975 -1.5730  0.483
H: 3.7637 -2.6778 0.0600  0.580
H: 3.1042 -1.3816 1.0786  0.323
H: 3.9084 -0.9863 -0.4783  0.496
H: 2.8575 -2.6621 -2.9371  0.574
H: 2.2655 -0.9856 -3.0904  0.457
H: 1.1367 -2.3568 -3.3131  0.353

HOMO energy: -16.808 eV
LUMO level: -11.37 eV
frontier orbital gap: 5.44 eV
relative energy (zero: lowest compared OMol25 entry of this formula, charge and spin): 70.4 kJ/mol
charge: +3

***

Among the records above, which one has the lowest HOMO energy?
C25H28As2BrN2PdS

***

What is the frontier orbital gap in the first record?
10.35 eV

***

What is the frontier orbital gap in the third record?
3.70 eV